Below is the ion C10H17N2S with charge +1 at a distorted geometry, with properties calculated with the ωB97M-V functional and the def2-TZVPD basis.

Structure (XYZ):
```
30
Properties=species:S:1:pos:R:3
C -2.553 2.701 -0.201
C -1.407 1.825 -0.583
C -1.282 0.568 -0.184
C -2.269 -0.187 0.792
C -1.642 -1.563 0.758
N -0.692 -1.667 -0.140
C -0.046 -2.920 -0.611
C -0.238 -0.443 -0.720
C 1.255 -0.425 -0.501
C 1.917 -0.399 0.784
S 1.060 -0.109 2.327
N 2.128 0.724 -0.051
C 3.413 1.012 -0.551
H -2.639 3.624 -0.651
H -2.600 2.928 0.838
H -3.430 2.275 -0.420
H -0.661 2.167 -1.222
H -2.312 0.289 1.803
H -3.403 -0.218 0.595
H -1.866 -2.277 1.508
H 0.073 -2.895 -1.656
H 0.876 -3.017 -0.192
H -0.637 -3.782 -0.107
H -0.480 -0.485 -1.826
H 1.711 -0.889 -1.311
H 2.683 -1.130 0.879
H 1.924 0.883 2.733
H 4.072 0.224 -0.679
H 3.219 1.398 -1.478
H 3.825 1.786 0.069
```

Values from the calculation:
Lowest unoccupied orbital energy = -0.1573 Ha
Kohn-Sham gap = 0.292 hartree
Charge = +1
E_HOMO = -12.2 eV
Relative energy (zero: lowest compared OMol25 entry of this formula, charge and spin) = 202.6 kJ/mol